Entry from the Open Molecules 2025 dataset: a structure of composition C32H31BN7PSV (ωB97M-V/def2-TZVPD).

```
74
Properties=species:S:1:pos:R:3
V -1.96923 -0.09728 0.45695
S -3.58172 -2.18519 3.52906
P 2.31162 1.22997 -1.18097
N -3.38786 1.19974 -0.15077
N -2.09998 -1.83609 1.54448
N -3.37064 -1.53967 1.03922
N -1.43227 1.32435 1.76685
N -1.47634 2.69859 1.66424
N -0.83986 -2.62305 3.31051
N -3.29170 2.55983 -0.15422
C 3.73268 1.68576 1.18409
C 2.72640 -2.56894 0.07605
C 2.65972 0.48680 -3.76439
C 3.58554 1.99796 -0.17616
C 4.51744 2.76487 -0.82816
C 4.48447 -0.14709 -2.33981
C 5.16195 -0.75146 -3.38550
C -4.33116 -1.84248 1.95921
C -4.28817 3.08453 -0.95968
C -0.59032 -3.03556 -1.54327
C -2.04993 -2.27229 2.76577
C -0.62656 1.04250 2.86033
C 4.80137 2.29025 1.91000
C -0.19599 2.21093 3.47719
C 5.79199 3.06336 1.26096
C -5.10856 2.03980 -1.33082
C -1.64595 -2.26899 -1.93272
C 1.82195 -0.34215 -0.40406
C -0.65690 3.25043 2.63294
C 2.84706 -1.16518 0.11598
C 0.58679 -2.40572 -0.99324
C 5.61451 3.34469 -0.10794
C -5.98334 -3.70530 1.61558
C 4.55511 -0.75304 -4.63158
C -0.61275 -0.32644 -0.85309
C -5.76228 -2.23138 1.71070
C 3.27515 0.47734 -2.54932
C 0.58427 -1.00064 -0.74429
C 1.71881 -3.19801 -0.58263
C -4.46440 0.85763 -0.84149
C 3.37241 -0.06903 -4.85994
C -1.64059 -0.89355 -1.64036
B -2.46156 3.44057 0.76994
H -4.37871 4.17056 -1.09042
H 1.66724 0.95523 -3.95883
H 4.97261 -1.41514 -5.38384
H -6.24862 -1.71281 2.54705
H -3.08597 4.25363 1.52336
H 3.44231 -3.12724 0.68303
H 3.02791 1.07719 1.73313
H -5.88685 -4.21920 2.56065
H 3.04120 0.03892 -5.89610
H 6.51594 3.55891 1.80756
H -2.44352 -0.24157 -2.03893
H 4.82718 2.17962 2.98364
H 6.28972 3.95732 -0.73366
H -1.66032 4.14520 -0.02952
H 0.33343 2.31769 4.42934
H -0.63398 -4.11371 -1.79722
H -2.55834 -2.70667 -2.36930
H -0.78925 -3.21260 4.12287
H 3.80288 -0.72981 0.30302
H -6.14628 -1.86444 0.70561
H -5.34882 -4.18292 0.88846
H -0.50772 -0.00090 3.08845
H 4.95241 -0.12140 -1.35106
H -6.95963 -3.92232 1.30620
H -0.32948 4.26054 2.57379
H -5.91489 1.95945 -2.01617
H 6.23227 -1.03211 -3.27088
H -0.03500 -2.70202 2.67265
H 1.80186 -4.25361 -0.78824
H 4.52102 3.04856 -1.89978
H -4.78181 -0.15571 -1.00047
```

As for the multiplicity: 2. As for the frontier orbital gap (spin up / spin down): 4.3620 / 4.7705 eV. The value obtained for the total energy is -90587.4336 eV. The energy relative to the best compared isomer or geometry (same formula, charge and spin) comes out at 131.1 kJ/mol. Its total charge is +2.